Below is a molecular structure, C22H32MnNO3PSSb, with properties calculated with the ωB97M-V functional and the def2-TZVPD basis.

Geometry as XYZ:
```
62
Properties=species:S:1:pos:R:3:forces:R:3
H 3.064 4.768 0.510 0.0 0.0 0.0
H 6.027 -2.372 0.553 0.0 0.0 0.0
H -0.126 -5.209 1.275 0.0 0.0 0.0
H 0.200 -5.607 -0.424 0.0 0.0 0.0
H 3.891 -3.292 -0.246 0.0 0.0 0.0
H 0.119 -2.245 3.921 0.0 0.0 0.0
C 2.976 -0.070 0.091 0.0 -0.1 0.1
C 5.179 -1.713 0.429 0.0 0.0 0.0
H -1.508 3.933 -1.189 0.0 0.0 0.0
H 1.050 -0.727 2.140 0.0 0.0 0.0
N 1.984 0.905 -0.023 0.0 0.3 0.0
C -3.665 2.073 -1.541 0.0 0.0 -0.1
H 0.199 -0.218 -3.275 0.0 0.0 0.0
H -3.988 -0.548 0.557 0.0 0.0 0.0
C 0.266 3.017 -0.365 0.2 -0.2 0.0
H -4.880 0.798 1.306 0.0 0.0 0.0
C 3.961 -2.236 -0.023 0.0 0.0 0.0
O -0.660 -3.096 -0.257 0.1 0.1 0.0
Mn -0.039 0.976 -0.307 -0.1 0.0 0.3
H 6.257 0.040 1.042 0.0 0.0 0.0
C -0.411 -1.017 -2.854 -0.1 0.0 -0.1
H -2.970 2.144 -2.374 0.0 0.0 0.0
H -4.344 1.237 -1.705 0.0 0.0 0.0
C -0.530 -1.798 3.167 0.0 0.0 0.0
H -1.317 -2.517 2.935 0.0 0.0 0.0
C 0.054 -2.371 -3.332 0.0 0.0 0.0
C -0.023 5.384 -0.715 0.0 0.0 0.0
H -3.353 3.255 2.380 0.0 0.0 0.0
H 0.130 -2.354 -4.419 0.0 0.0 0.0
Sb -2.635 1.741 0.280 0.1 0.0 -0.1
O -0.595 -0.852 0.923 0.0 0.2 -0.2
H 1.038 -2.607 -2.930 0.0 0.0 0.0
H -0.981 -0.904 3.596 0.0 0.0 0.0
H 1.614 6.645 -0.143 0.0 0.0 0.0
C -0.513 4.082 -0.784 -0.1 -0.1 0.0
H -0.643 -3.162 -3.059 0.0 0.0 0.0
C 0.280 -1.469 1.940 -0.1 0.0 0.1
H 0.741 -2.349 1.502 0.0 0.0 0.0
H -1.169 -6.345 0.414 0.0 0.0 0.0
H -3.545 0.022 2.187 0.1 0.0 0.0
C 1.579 3.269 0.077 0.0 0.1 -0.1
C -2.960 3.516 1.399 0.0 -0.1 0.0
H -4.248 2.990 -1.471 0.0 0.0 0.0
H -1.938 -4.505 -1.098 0.0 0.0 0.0
H -1.457 -0.829 -3.106 0.0 0.0 0.0
C -1.486 -4.310 -0.126 0.0 0.0 0.0
C -0.584 -5.431 0.311 0.0 0.0 0.0
C 4.200 0.444 0.526 0.0 0.0 0.0
C 2.855 -1.430 -0.197 0.0 0.0 0.0
C 5.314 -0.369 0.705 0.0 0.0 0.0
H -3.703 4.098 0.855 0.0 0.0 0.0
C 1.244 5.631 -0.211 0.0 0.0 0.0
C 2.054 4.573 0.171 0.0 0.0 0.0
H -2.275 -4.115 0.601 0.0 0.0 0.0
O -0.260 -0.873 -1.398 -0.2 0.1 0.0
S 4.080 2.163 0.747 0.0 0.0 0.0
H -2.046 4.091 1.511 0.0 0.0 0.0
H 1.919 -1.834 -0.559 0.0 0.0 0.0
C -3.907 0.319 1.206 0.0 0.1 0.0
P -1.324 -1.661 -0.341 0.2 -0.1 0.0
H -0.639 6.206 -1.054 0.0 0.0 0.0
C 2.445 2.109 0.271 0.1 -0.1 0.0
```
Positions in Å, forces in eV/Å.

E_tot, Ha: -3268.29907
LUMO energy (alpha / beta), eV: -7.59 / -6.36
<S²>: 6.311
HOMO (alpha / beta), eV: -14.1 / -14.2
Charge: +2
Energy above the lowest of the compared OMol25 structures with the same formula, charge and spin, kcal per mole: 0.0
2S+1: 5